1.
{
  "formula": "HNaO2P",
  "method": "ωB97M-V/def2-TZVPD",
  "elements": ["P", "O", "O", "Na", "H"],
  "positions_angstrom": [[-0.228, -0.240, 1.221], [-0.472, 0.672, -0.206], [0.658, -1.375, 0.603], [0.771, -0.797, -1.455], [-0.728, 1.741, -0.163]],
  "atomic_forces_ev_per_a": [[0.6, -0.9, 0.5], [-1.0, 4.7, -1.2], [-0.5, 0.7, 0.2], [-0.1, 0.0, 0.2], [1.1, -4.5, 0.3]],
  "lowdin_charge": [0.5484, -0.5925, -0.7346, 0.6440, 0.1347],
  "total_energy_ha": -654.75808,
  "homo_lumo_gap_ev": [4.35, 8.11],
  "multiplicity": 2,
  "lumo_ha": [-0.029, -0.029]
}



2.
{
  "formula": "HO3P2S2",
  "method": "ωB97M-V/def2-TZVPD",
  "elements": ["O", "O", "O", "P", "P", "S", "S", "H"],
  "positions_angstrom": [[2.951, 0.051, -1.233], [-2.426, 0.329, 1.127], [-1.144, -0.089, -1.685], [1.948, -0.731, -0.509], [-0.176, 0.450, -0.700], [1.730, -0.084, 1.462], [-0.561, -0.173, 1.360], [-2.323, 0.247, 0.178]],
  "atomic_forces_ev_per_a": [[1.4, 0.3, -1.0], [1.5, -0.5, 0.4], [-0.3, 0.2, 0.2], [-0.4, -0.1, 1.3], [-0.1, -0.4, 0.8], [0.5, -0.4, -0.4], [-1.5, 0.9, -0.7], [-1.0, 0.0, -0.6]],
  "lowdin_charge": [-0.6266, -0.5795, -0.5546, 0.1886, 0.4220, 0.0002, 0.2813, -0.1314],
  "de_lowest_kcal_mol": 89.4,
  "total_energy_ha": -1705.49117,
  "homo_lumo_gap_ev": [6.68, 6.68],
  "lumo_ha": [0.073, 0.073],
  "charge": -1
}



3.
{
  "formula": "HO3PS2",
  "method": "ωB97M-V/def2-TZVPD",
  "elements": ["O", "P", "S", "S", "O", "O", "H"],
  "positions_angstrom": [[-0.315, 3.324, 0.587], [-0.233, 1.953, 1.017], [0.763, 0.792, -0.547], [0.348, -1.180, 0.531], [-1.042, -1.004, 0.647], [0.504, -2.143, -0.826], [-0.025, -1.742, -1.410]],
  "atomic_forces_ev_per_a": [[-0.1, 1.7, -0.6], [0.3, -2.1, 0.2], [0.2, -0.5, 0.9], [2.3, 0.1, -2.7], [-3.2, 0.0, 1.4], [3.8, -1.5, 5.0], [-3.4, 2.3, -4.1]],
  "lowdin_charge": [-0.5371, 0.5577, 0.2253, 0.6544, -0.5521, -0.2981, -0.0500],
  "de_lowest_kcal_mol": 46.9,
  "total_energy_ha": -1364.02849,
  "homo_lumo_gap_ev": 9.12,
  "lumo_ha": -0.033,
  "smiles": "O=P#S#S(=O)O"
}



4.
{
  "formula": "HO3S3",
  "method": "ωB97M-V/def2-TZVPD",
  "elements": ["O", "S", "O", "O", "S", "S", "H"],
  "positions_angstrom": [[-0.056, 1.366, 0.465], [0.766, 0.409, -0.181], [0.628, 0.439, -1.616], [2.578, 0.187, 0.524], [0.018, -1.482, 0.216], [-1.823, -0.762, -0.278], [-2.111, -0.157, 0.870]],
  "atomic_forces_ev_per_a": [[-0.5, 1.4, 1.7], [6.8, -1.0, 0.5], [0.9, 0.3, -0.6], [-5.8, 0.7, -2.2], [-0.3, -0.5, 0.8], [-1.0, -1.0, -0.4], [-0.1, 0.1, 0.3]],
  "lowdin_charge": [-0.4618, 0.2356, -0.4794, -0.6132, 0.2343, 0.2783, -0.1938],
  "de_lowest_kcal_mol": 67.5,
  "total_energy_ha": -1420.86072,
  "homo_lumo_gap_ev": 8.04,
  "lumo_ha": 0.115,
  "charge": -1,
  "smiles": "O=S(=O)([O-])SS"
}



5.
{
  "formula": "HO5S2",
  "method": "ωB97M-V/def2-TZVPD",
  "elements": ["O", "S", "O", "S", "O", "O", "O", "H"],
  "positions_angstrom": [[1.474, -0.331, 1.176], [1.139, 1.025, 0.763], [1.417, 1.277, -0.644], [-0.727, -0.761, 0.391], [-2.192, -0.903, 0.014], [0.042, -0.929, -0.992], [-0.728, 0.808, 0.761], [-0.425, -0.187, -1.468]],
  "atomic_forces_ev_per_a": [[1.2, -0.3, 0.5], [0.8, 1.9, 0.6], [0.1, 0.4, -0.2], [-5.3, -1.5, 1.4], [1.9, -0.1, 0.3], [-0.9, 1.5, -1.1], [1.5, -1.0, -1.1], [0.9, -0.8, -0.5]],
  "lowdin_charge": [-0.5729, 0.6717, -0.5007, 0.7350, -0.5267, -0.3096, -0.5760, 0.0792],
  "de_lowest_kcal_mol": 24.2,
  "total_energy_ha": -1173.21279,
  "homo_lumo_gap_ev": 8.39,
  "lumo_ha": 0.138,
  "charge": -1,
  "smiles": "O=[S@@]1([O-])=[S@](=O)(O)O1"
}



6.
{
  "formula": "HPS5",
  "method": "ωB97M-V/def2-TZVPD",
  "elements": ["P", "S", "S", "S", "S", "S", "H"],
  "positions_angstrom": [[1.413, 0.544, -0.870], [-0.296, -2.976, 0.348], [0.730, 2.006, 0.563], [-0.594, -1.306, -0.520], [-1.269, 1.929, -0.141], [-1.903, 0.149, 0.580], [1.918, -0.347, 0.040]],
  "atomic_forces_ev_per_a": [[-1.5, 0.2, 0.2], [0.1, 0.3, 0.5], [-0.3, -0.7, -0.6], [-0.2, 1.4, -1.1], [0.5, -0.4, 0.0], [0.7, -0.4, 0.1], [0.8, -0.5, 0.8]],
  "lowdin_charge": [0.4032, 0.0420, -0.0099, -0.2059, -0.0530, 0.0371, -0.2134],
  "de_lowest_kcal_mol": 46.3,
  "total_energy_ha": -2332.85218,
  "homo_lumo_gap_ev": [6.56, 6.07],
  "lumo_ha": [-0.067, -0.074]
}



7.
{
  "formula": "HgI",
  "method": "ωB97M-V/def2-TZVPD",
  "elements": ["Hg", "I"],
  "positions_angstrom": [[-0.872, -0.562, -0.511], [0.872, 0.562, 0.511]],
  "atomic_forces_ev_per_a": [[-3.5, -2.3, -2.1], [3.5, 2.3, 2.1]],
  "lowdin_charge": [0.6922, 0.3078],
  "de_lowest_kcal_mol": 10.9,
  "total_energy_ha": -450.78180,
  "homo_lumo_gap_ev": 7.33,
  "lumo_ha": -0.305,
  "charge": 1
}



8.
{
  "formula": "I2Li",
  "method": "ωB97M-V/def2-TZVPD",
  "elements": ["Li", "I", "I"],
  "positions_angstrom": [[3.178, -18.405, -24.147], [-0.997, -20.576, -22.966], [7.516, -18.597, -22.437]],
  "atomic_forces_ev_per_a": [[0.1, -0.3, 0.4], [0.4, 0.3, -0.2], [-0.5, 0.1, -0.3]],
  "lowdin_charge": [0.7883, -0.9035, -0.8848],
  "de_lowest_kcal_mol": 52.5,
  "total_energy_ha": -603.01215,
  "homo_lumo_gap_ev": 4.74,
  "lumo_ha": 0.009,
  "charge": -1
}



9.
{
  "formula": "I4Y",
  "method": "ωB97M-V/def2-TZVPD",
  "elements": ["Y", "I", "I", "I", "I"],
  "positions_angstrom": [[-0.053, -0.197, 0.258], [1.716, -2.476, 0.514], [1.517, 2.106, -0.245], [-2.145, 1.093, 1.953], [-1.035, -0.526, -2.480]],
  "atomic_forces_ev_per_a": [[-0.4, 0.4, -0.5], [-0.1, 0.0, 0.2], [0.2, 0.1, 0.1], [0.3, -0.4, -0.2], [0.0, -0.1, 0.4]],
  "lowdin_charge": [-0.2431, -0.1805, -0.1371, -0.2409, -0.1983],
  "de_lowest_kcal_mol": 1.9,
  "total_energy_ha": -1229.45717,
  "homo_lumo_gap_ev": 8.41,
  "lumo_ha": 0.096,
  "charge": -1
}



10.
{
  "formula": "ILi",
  "method": "ωB97M-V/def2-TZVPD",
  "elements": ["Li", "I"],
  "positions_angstrom": [[-0.341, -0.994, -0.732], [0.341, 0.994, 0.732]],
  "atomic_forces_ev_per_a": [[0.2, 0.6, 0.4], [-0.2, -0.6, -0.4]],
  "lowdin_charge": [0.5095, -0.5095],
  "de_lowest_kcal_mol": 1.6,
  "total_energy_ha": -305.27361,
  "homo_lumo_gap_ev": 7.10,
  "lumo_ha": -0.043
}



11.
{
  "formula": "INO3",
  "method": "ωB97M-V/def2-TZVPD",
  "elements": ["N", "O", "O", "O", "I"],
  "positions_angstrom": [[0.870, -0.190, -0.066], [0.397, -1.233, 0.053], [1.834, 0.430, -0.179], [-0.895, 1.160, 0.141], [-2.206, -0.167, 0.050]],
  "atomic_forces_ev_per_a": [[-2.4, 3.3, -0.5], [1.0, -4.3, 0.4], [3.5, 0.0, -0.1], [-1.3, 0.3, 0.1], [-0.8, 0.7, 0.0]],
  "lowdin_charge": [-0.3782, -0.0388, 0.1408, -0.8287, 1.1049],
  "total_energy_ha": -577.91417,
  "homo_lumo_gap_ev": [7.59, 6.85],
  "multiplicity": 3,
  "lumo_ha": [-0.020, -0.098]
}



12.
{
  "formula": "IO12PV4",
  "method": "ωB97M-V/def2-TZVPD",
  "elements": ["O", "V", "O", "O", "V", "O", "O", "V", "O", "O", "V", "O", "I", "P", "O", "O", "O", "O"],
  "positions_angstrom": [[-0.011, -2.211, 2.096], [-0.157, -3.890, 2.083], [-1.465, -4.391, 2.657], [-1.442, 0.892, -2.136], [-0.084, 0.853, -1.177], [-0.465, -0.150, 0.097], [-0.671, 0.823, 2.782], [-0.324, 0.576, 4.272], [-0.085, -1.025, 4.589], [-2.166, -2.622, -5.638], [-3.357, -2.141, -4.604], [-2.711, -1.106, -3.575], [1.998, 0.241, -3.086], [2.129, 2.911, 0.190], [1.418, 4.238, 0.106], [3.559, 2.603, -0.512], [1.255, 1.629, 0.168], [2.578, 2.770, 1.686]],
  "atomic_forces_ev_per_a": [[-0.8, -4.8, 0.2], [3.7, 5.8, -1.5], [-2.9, -0.8, 1.3], [3.1, 0.9, 2.2], [-2.3, -3.9, 2.1], [0.6, 2.0, -4.2], [-0.1, -0.3, 0.4], [0.8, -3.3, 0.1], [-0.6, 3.5, -0.7], [-3.1, 1.0, 2.5], [4.5, 0.8, -0.6], [-1.3, -1.9, -1.8], [-1.0, 0.2, 1.0], [0.8, -1.9, 0.8], [0.9, -0.8, -0.6], [-2.9, 1.1, 2.2], [-1.0, 1.4, -2.7], [1.7, 1.0, -0.7]],
  "lowdin_charge": [-0.4295, 1.0261, -0.3621, -0.4757, 0.6469, -0.4029, -0.2794, 1.0929, -0.4195, -0.3871, 1.0758, -0.3229, 0.0220, 0.0712, -0.2062, -0.1263, -0.4666, -0.0567],
  "total_energy_ha": -5317.41554,
  "homo_lumo_gap_ev": 1.73,
  "lumo_ha": -0.161
}



13.
{
  "formula": "LiN5O15Sr2",
  "method": "ωB97M-V/def2-TZVPD",
  "elements": ["Sr", "Sr", "Li", "N", "O", "O", "O", "N", "O", "O", "O", "N", "O", "O", "O", "N", "O", "O", "O", "N", "O", "O", "O"],
  "positions_angstrom": [[-4.132, -1.758, -0.068], [0.906, 2.129, -2.853], [-0.933, -1.188, -2.699], [-0.048, -0.659, 3.862], [-0.230, 0.534, 3.744], [-0.662, -1.238, 4.665], [0.939, -1.344, 3.467], [1.997, -1.459, -2.005], [2.265, -2.393, -1.157], [0.876, -0.971, -1.813], [2.747, -0.845, -2.687], [1.387, 4.923, -1.108], [0.711, 3.876, -1.020], [1.781, 5.388, -2.205], [1.579, 5.300, 0.139], [-1.229, 0.571, -0.411], [-2.131, 0.101, -0.961], [-1.022, 0.533, 0.874], [-0.618, 1.362, -1.016], [-1.046, -3.221, 0.777], [0.120, -3.091, 0.689], [-1.766, -2.732, -0.058], [-1.490, -3.818, 1.842]],
  "atomic_forces_ev_per_a": [[2.9, -0.1, 0.9], [0.2, 0.3, 2.6], [0.9, -0.2, 1.5], [4.6, -0.1, 0.2], [0.2, 2.1, -2.1], [-5.5, -3.3, 4.3], [0.5, 1.4, -2.3], [0.9, -3.7, 6.5], [0.6, 1.7, -3.6], [-5.5, 2.0, -1.6], [2.8, 1.1, -2.8], [0.8, 1.0, 5.4], [-1.3, -3.1, -3.5], [-0.4, -0.6, 1.5], [1.0, 1.7, -4.6], [3.5, 2.5, 11.3], [-8.3, -6.4, -4.2], [-1.2, -1.4, -3.6], [5.4, 4.7, -4.9], [2.7, -3.2, 7.3], [2.6, 0.3, -1.2], [-5.9, 2.6, -4.5], [-1.4, 1.0, -2.4]],
  "lowdin_charge": [1.6094, 1.7186, 0.7547, -0.6870, -0.0074, 0.0209, -0.0236, -0.6175, 0.0385, -0.2059, 0.0070, -0.5565, -0.2406, -0.0426, -0.0120, -0.6621, -0.1338, 0.0675, -0.1627, -0.6419, 0.0964, -0.2652, -0.0544],
  "total_energy_ha": -1470.57386,
  "homo_lumo_gap_ev": 2.03,
  "lumo_ha": -0.134
}



14.
{
  "formula": "N2O2S",
  "method": "ωB97M-V/def2-TZVPD",
  "elements": ["N", "N", "O", "O", "S"],
  "positions_angstrom": [[-0.336, 2.823, -0.134], [-0.773, 3.576, 0.531], [1.325, -1.729, -0.790], [-0.733, -2.073, 0.462], [0.515, -2.598, -0.070]],
  "atomic_forces_ev_per_a": [[-0.4, 0.6, 0.6], [0.4, -0.6, -0.6], [2.0, 1.8, -1.6], [1.3, -0.8, -0.5], [-3.3, -1.0, 2.2]],
  "lowdin_charge": [0.0022, 0.0011, -0.4180, -0.4429, 0.8576],
  "de_lowest_kcal_mol": 0.7,
  "total_energy_ha": -658.20789,
  "homo_lumo_gap_ev": 10.96,
  "lumo_ha": -0.040
}